w | {
  "formula": "C3H8O2",
  "method": "ωB97M-V/def2-TZVPD",
  "species": ["C", "C", "O", "C", "O", "H", "H", "H", "H", "H", "H", "H", "H"],
  "xyz": [[1.39662, 0.54928, -1.17961], [0.59577, 0.23141, 0.03477], [-0.61366, 0.90111, 0.09014], [-0.32857, -0.88228, -0.01498], [-1.75049, -0.25358, 1.89893], [0.77621, 0.45941, -2.07565], [2.24176, -0.13501, -1.24673], [1.75372, 1.57651, -1.11617], [1.15436, 0.27047, 0.97412], [-1.39162, 0.49300, 1.35154], [-0.85572, -1.10742, -0.92685], [-0.37478, -1.68820, 0.72791], [-2.60359, -0.41471, 1.48257]],
  "molar_mass_g_mol": 76.1,
  "multiplicity": 1,
  "gap_ev": 10.0532,
  "charge": 0
}



x | {
  "formula": "C3H8O2",
  "method": "ωB97M-V/def2-TZVPD",
  "species": ["C", "C", "C", "O", "H", "H", "H", "H", "H", "H", "O", "H", "H"],
  "xyz": [[-0.06073, -0.00928, 0.03446], [-1.13865, -0.78454, 0.11624], [-1.29935, -1.83804, 1.14645], [-2.23854, -0.61336, -0.78488], [0.81959, -0.19624, 0.61739], [0.17552, 0.83191, -0.57704], [-1.47912, -1.27638, 2.13403], [-2.12956, -2.63470, 1.10040], [-0.43355, -2.36555, 1.46528], [-1.94247, -0.30178, -1.70551], [3.35918, 2.95576, -0.86227], [3.80949, 3.53983, -1.48500], [2.55818, 2.69237, -1.19954]],
  "molar_mass_g_mol": 76.1,
  "smiles": "C=C(C)O.O",
  "multiplicity": 1,
  "gap_ev": 9.7348,
  "charge": 0
}



Which structure is the least stable? The one labeled w.